{"formula": "C20H28BCl4F8N2OsSb", "method": "ωB97M-V with the def2-TZVPD basis set", "s2": 0.760, "fmax_ev_per_a": 2.13, "total_energy_ha": -3882.9505, "homo_energy_ev": [-18.66, -18.63], "orbital_gap_ev": [5.5, 5.6], "spin_multiplicity": 2, "e_lumo_ha": [-0.4840, -0.4802], "charge": 3, "de_lowest_kj_mol": 146.6, "elements": ["Os", "C", "C", "C", "C", "C", "C", "C", "N", "C", "C", "C", "C", "C", "C", "C", "N", "C", "C", "C", "C", "H", "H", "H", "H", "H", "H", "H", "H", "H", "H", "H", "H", "H", "H", "H", "H", "H", "H", "H", "H", "H", "H", "H", "H", "Cl", "C", "Cl", "H", "H", "F", "B", "F", "Cl", "C", "Cl", "H", "H", "F", "Sb", "F", "F", "F", "F", "F"], "coordinates": [[0.029458, -1.961843, 1.702440], [-0.051158, 0.364421, -4.881633], [0.038986, -1.117967, -4.484296], [-1.269343, -1.813055, -4.924987], [1.256876, -1.723223, -5.221119], [0.207129, -1.301054, -3.013743], [0.347154, -2.601413, -2.473837], [0.446645, -2.780830, -1.131993], [0.415947, -1.726375, -0.254638], [0.309737, -0.444489, -0.753539], [0.213299, -0.231414, -2.099713], [0.253423, 0.611988, 0.259474], [0.165980, 1.959456, 0.011791], [0.058826, 2.872638, 1.071759], [0.064842, 2.343958, 2.374544], [0.164686, 0.988969, 2.571798], [0.259897, 0.143452, 1.524317], [-0.066519, 4.356001, 0.860559], [-0.123013, 4.729250, -0.626818], [1.186525, 5.033211, 1.462504], [-1.338812, 4.877405, 1.553259], [-0.175273, 0.438786, -5.959477], [0.863270, 0.905605, -4.622339], [-0.922414, 0.847813, -4.429100], [-1.395480, -1.696082, -5.999729], [-2.137448, -1.384055, -4.419985], [-1.263309, -2.883168, -4.703695], [1.155064, -1.538169, -6.288626], [1.324122, -2.805042, -5.086763], [2.192083, -1.277930, -4.877598], [0.357100, -3.472054, -3.115270], [0.543089, -3.777882, -0.726599], [0.117107, 0.780181, -2.464137], [0.155668, 2.315965, -1.007982], [-0.024727, 2.989110, 3.237838], [0.152558, 0.567760, 3.568876], [0.792106, 4.442014, -1.151381], [-0.232045, 5.806922, -0.724797], [-0.994406, 4.278893, -1.113493], [2.101191, 4.639620, 1.014209], [1.240848, 4.886453, 2.543791], [1.139232, 6.104732, 1.275502], [-2.230365, 4.351098, 1.203917], [-1.457703, 5.940213, 1.351520], [-1.301761, 4.750542, 2.637258], [-0.251333, -0.474396, 6.238630], [-0.474201, -1.993226, 5.465836], [0.769589, -2.148914, 4.067537], [-1.463205, -2.082987, 5.041794], [-0.212791, -2.816721, 6.123956], [-0.676809, -4.813342, 1.433017], [0.393513, -4.090823, 1.592461], [1.586421, -4.605268, 1.695920], [4.021514, -2.861433, 3.960382], [3.973633, -2.749757, 2.234993], [2.678591, -1.583328, 1.650966], [3.766923, -3.717476, 1.797667], [4.891454, -2.308574, 1.855463], [-1.724653, -1.554614, 0.673866], [-3.391443, -1.623947, 1.884819], [-2.674598, -0.010954, 2.473171], [-1.662919, -2.268247, 2.867174], [-4.268915, -1.947640, 3.452905], [-3.433824, -3.330055, 1.208826], [-4.416009, -0.808723, 0.612555]], "forces_ev_per_a": [[-1.67, 1.24, -0.46], [-0.05, -0.09, 0.23], [0.02, 0.64, -0.72], [-0.01, -0.34, 0.33], [-0.02, -0.37, 0.27], [-0.01, -0.24, 0.19], [-0.01, 0.21, -0.14], [0.03, 0.24, 0.18], [0.40, -0.45, 0.15], [0.08, -0.39, 0.14], [0.04, -0.09, -0.24], [0.11, -0.11, 0.35], [-0.07, 0.12, -0.08], [-0.06, -0.07, 0.30], [-0.04, 0.03, -0.27], [0.12, -0.02, -0.21], [0.15, 0.04, 0.54], [0.20, 0.61, -0.39], [-0.18, -0.26, 0.07], [-0.07, -0.23, 0.25], [-0.07, -0.32, 0.25], [0.01, -0.03, -0.02], [-0.08, 0.04, -0.01], [0.09, 0.05, -0.02], [0.04, 0.05, 0.00], [0.03, 0.08, -0.08], [0.05, 0.02, -0.09], [-0.04, 0.05, 0.01], [0.00, 0.03, -0.01], [-0.02, 0.05, -0.05], [0.03, 0.02, 0.00], [-0.01, 0.02, 0.04], [0.01, -0.01, 0.00], [0.00, 0.02, 0.04], [0.01, 0.00, -0.03], [0.05, -0.05, -0.07], [-0.06, 0.03, -0.04], [0.04, 0.02, 0.03], [0.09, 0.02, -0.06], [-0.01, 0.07, -0.01], [0.03, 0.03, -0.04], [-0.01, -0.01, -0.02], [0.02, 0.10, -0.11], [0.03, -0.01, -0.04], [0.07, 0.07, -0.02], [0.00, 0.00, 0.00], [-0.46, 0.42, 0.51], [0.62, -0.16, -0.19], [0.00, -0.10, -0.16], [0.19, -0.12, -0.17], [-0.02, 0.34, 0.04], [0.31, -0.46, 0.02], [0.03, 0.08, -0.03], [0.08, 0.02, -0.08], [0.29, -0.70, 0.59], [-1.02, 0.17, -0.18], [-0.08, 0.05, -0.15], [-0.11, 0.22, -0.16], [0.47, -0.23, 0.23], [-0.39, 0.38, 0.00], [0.04, 0.15, 0.05], [1.35, -0.52, -0.48], [-0.24, -0.07, 0.14], [-0.10, -0.23, 0.03], [-0.23, -0.03, -0.13]], "mulliken_charge": [2.7283, -2.0333, 1.7113, -1.5056, -1.5467, 0.0714, -1.1897, -0.5548, -0.0380, 0.2344, -0.4044, 0.1711, -0.3895, -0.1748, -0.5068, -0.6777, -0.2131, 1.7414, -2.0324, -1.5186, -1.5421, 0.4271, 0.4570, 0.4638, 0.4536, 0.3895, 0.3719, 0.4671, 0.3644, 0.3921, 0.5635, 0.5817, 0.6605, 0.6692, 0.5480, 0.0148, 0.4448, 0.4327, 0.4610, 0.3858, 0.3758, 0.4566, 0.3814, 0.4568, 0.3576, -0.0173, -0.2463, 0.0337, 0.0945, 0.4524, -0.0602, 0.3739, -0.1462, -0.0350, -0.3199, 0.1876, 0.2648, 0.3971, -0.7353, 2.4819, -0.5306, -0.6927, -0.4632, -0.5006, -0.4455]}